Entry 1:
This record from the OMol25 dataset describes a molecular structure, C24H57GaN10SeSi. The level of theory is wB97M-V/def2-TZVPD.

Geometry as ORCA input:
```
! wB97M-V def2-TZVPD RIJCOSX def2/J DEFGRID3
* xyz 2 1
Ga -0.01 0.89 0.02
C 1.35 0.97 4.42
N -0.05 0.65 4.20
C -0.82 0.42 5.42
C -0.61 0.58 2.97
N -0.20 1.36 1.96
C 0.31 2.69 2.29
C -0.28 3.67 1.29
N 0.01 3.19 -0.07
C 1.35 3.58 -0.52
C 1.87 2.54 -1.48
N 1.77 1.23 -0.82
C 2.82 0.40 -0.94
N 3.18 -0.40 0.08
C 2.93 -0.06 1.46
C 3.71 -1.74 -0.13
N 3.60 0.37 -2.04
C 5.03 0.11 -1.98
C 3.10 0.64 -3.38
C -1.03 3.59 -1.03
C -2.17 2.60 -0.95
N -1.61 1.25 -1.13
C -2.27 0.41 -1.94
N -3.61 0.46 -2.09
C -4.52 0.86 -1.02
C -4.27 0.16 -3.36
N -1.60 -0.48 -2.69
C -2.13 -1.80 -2.98
C -0.25 -0.25 -3.15
N -1.66 -0.24 2.83
C -2.74 0.03 1.91
C -1.71 -1.55 3.46
H 1.79 0.21 5.07
H 1.46 1.94 4.92
H 1.89 0.99 3.49
H -0.58 1.22 6.13
H -0.57 -0.53 5.88
H -1.88 0.45 5.21
H 1.40 2.73 2.25
H 0.01 2.98 3.30
H 0.11 4.68 1.44
H -1.36 3.71 1.43
H 2.01 3.63 0.35
H 1.34 4.58 -0.97
H 2.91 2.76 -1.74
H 1.29 2.57 -2.41
H 2.70 1.00 1.53
H 3.84 -0.26 2.04
H 2.11 -0.65 1.87
H 3.66 -2.00 -1.19
H 3.09 -2.44 0.43
H 4.74 -1.82 0.21
H 5.39 0.19 -0.96
H 5.54 0.86 -2.58
H 5.28 -0.87 -2.38
H 2.02 0.68 -3.38
H 3.41 -0.17 -4.04
H 3.50 1.58 -3.78
H -0.61 3.57 -2.03
H -1.37 4.61 -0.83
H -2.90 2.82 -1.73
H -2.69 2.70 0.01
H -3.99 0.93 -0.08
H -5.30 0.10 -0.93
H -5.00 1.81 -1.24
H -3.54 0.14 -4.16
H -4.99 0.95 -3.56
H -4.80 -0.79 -3.32
H -3.03 -1.99 -2.40
H -1.38 -2.53 -2.69
H -2.35 -1.92 -4.04
H -0.01 0.81 -3.04
H -0.18 -0.51 -4.21
H 0.46 -0.85 -2.58
H -2.70 1.07 1.61
H -3.69 -0.16 2.41
H -2.67 -0.62 1.03
H -0.76 -1.78 3.94
H -1.89 -2.30 2.68
H -2.51 -1.61 4.20
C 0.95 -4.46 1.40
Si 0.08 -3.77 -0.10
C -1.66 -4.44 -0.19
C 1.03 -4.15 -1.66
Se -0.07 -1.51 0.23
H 0.98 -5.55 1.33
H 0.42 -4.19 2.31
H 1.98 -4.10 1.48
H -1.63 -5.52 -0.31
H -2.21 -4.02 -1.04
H -2.22 -4.21 0.72
H 1.12 -5.23 -1.79
H 2.03 -3.73 -1.62
H 0.53 -3.75 -2.55
*
```

Summary:
gap between HOMO and LUMO	8.941	eV
electronic energy	-166305.551	eV
M	662.56	g mol⁻¹
relative energy (zero: lowest compared OMol25 entry of this formula, charge and spin)	3.7	kcal per mole
LUMO level	-3.99	eV

Löwdin atomic charges, in units of e: 0.217, -0.022, -0.120, -0.020, -0.382, 0.026, -0.180, -0.137, -0.203, -0.137, -0.178, 0.027, -0.374, -0.136, -0.067, -0.030, -0.123, -0.021, -0.022, -0.136, -0.179, 0.029, -0.375, -0.122, -0.023, -0.021, -0.134, -0.031, -0.065, -0.151, -0.069, -0.041, 0.110, 0.106, 0.052, 0.104, 0.100, 0.098, 0.105, 0.136, 0.145, 0.129, 0.129, 0.145, 0.136, 0.105, 0.073, 0.112, 0.048, 0.090, 0.069, 0.106, 0.099, 0.104, 0.099, 0.051, 0.110, 0.105, 0.129, 0.145, 0.135, 0.105, 0.054, 0.110, 0.105, 0.098, 0.104, 0.100, 0.098, 0.062, 0.106, 0.071, 0.113, 0.055, 0.073, 0.112, 0.050, 0.097, 0.075, 0.103, -0.206, 0.178, -0.203, -0.198, 0.598, 0.048, 0.029, 0.020, 0.049, 0.013, 0.030, 0.049, 0.014, 0.020

Entry 2:
This record from the OMol25 dataset describes a single C16H16N2O3S molecule. The level of theory is wB97M-V/def2-TZVPD.

Geometry as ORCA input:
```
! wB97M-V def2-TZVPD RIJCOSX def2/J DEFGRID3
* xyz 0 1
C 3.55 -5.14 0.49
O 3.26 -3.78 0.70
C 2.00 -3.33 0.42
C 0.96 -4.12 -0.06
C -0.29 -3.56 -0.28
C -0.54 -2.21 -0.05
O -1.75 -1.61 -0.15
C -2.81 -2.33 -0.74
C 0.54 -1.41 0.38
N 0.35 -0.03 0.59
C -0.24 0.81 -0.32
O -0.59 0.43 -1.42
C -0.38 2.18 0.18
C -0.28 2.62 1.50
C -0.53 3.99 1.47
S -0.62 5.37 2.52
C -0.98 6.39 1.16
C -1.03 5.74 -0.03
C -0.77 4.36 0.14
N -0.69 3.25 -0.63
C -0.86 3.25 -2.06
C 1.77 -1.98 0.63
H 3.42 -5.41 -0.57
H 2.93 -5.79 1.11
H 4.59 -5.26 0.77
H 1.09 -5.17 -0.25
H -1.08 -4.20 -0.63
H -3.10 -3.19 -0.12
H -3.64 -1.63 -0.80
H -2.55 -2.68 -1.74
H 0.86 0.38 1.35
H -0.09 2.03 2.37
H -1.14 7.43 1.34
H -1.24 6.22 -0.97
H -1.81 3.73 -2.32
H -0.05 3.80 -2.54
H -0.87 2.22 -2.42
H 2.59 -1.36 0.98
*
```

Summary:
SMILES	COc1ccc(OC)c(NC(=O)c2cc3sccc3n2C)c1
gap between HOMO and LUMO	8.478	eV
electronic energy	-36808.936	eV
M	316.38	g mol⁻¹
relative energy (zero: lowest compared OMol25 entry of this formula, charge and spin)	58.3	kcal per mole
LUMO level	0.74	eV

natural (NBO) atomic charges, in units of e: -0.251, -0.495, 0.283, -0.314, -0.227, 0.268, -0.488, -0.247, 0.127, -0.610, 0.665, -0.610, 0.028, -0.262, -0.272, 0.410, -0.374, -0.280, 0.102, -0.290, -0.423, -0.254, 0.175, 0.174, 0.199, 0.219, 0.213, 0.170, 0.202, 0.179, 0.405, 0.223, 0.233, 0.230, 0.202, 0.198, 0.269, 0.222

Entry 3:
This record from the OMol25 dataset describes a molecular structure, C3H7O2Yb. The level of theory is wB97M-V/def2-TZVPD.

Geometry as ORCA input:
```
! wB97M-V def2-TZVPD RIJCOSX def2/J DEFGRID3
* xyz 0 2
C 2.36 1.54 2.01
O 1.12 0.84 2.04
C 0.27 1.19 3.09
C -1.01 0.44 2.97
O -1.23 -0.32 2.04
H 2.94 1.15 1.16
H 2.17 2.61 1.86
H 2.92 1.37 2.94
H 0.03 2.27 3.07
H 0.72 0.95 4.07
H -1.73 0.55 3.80
H 0.18 -0.47 -1.13
Yb 0.56 -1.31 0.66
*
```

Summary:
expectation value of S²	0.7531
gap between HOMO and LUMO (spin up / spin down)	3.791 / 7.381	eV
electronic energy	-38844.531	eV
M	248.13	g mol⁻¹
relative energy (zero: lowest compared OMol25 entry of this formula, charge and spin)	6.1	kcal per mole
LUMO level (spin up / spin down)	-0.25 / 0.24	eV

natural (NBO) atomic charges, in units of e: -0.252, -0.593, -0.172, 0.404, -0.618, 0.211, 0.184, 0.183, 0.207, 0.203, 0.138, -0.771, 0.875

Entry 4:
This record from the OMol25 dataset describes 4 unconnected molecules or ions with the total composition C6H20NO3. The level of theory is wB97M-V/def2-TZVPD.

Geometry as ORCA input:
```
! wB97M-V def2-TZVPD RIJCOSX def2/J DEFGRID3
* xyz 0 2
C 1.80 -0.04 -0.07
C 1.08 -1.07 -0.82
C 0.93 -2.54 0.08
C -2.50 -2.37 1.91
C -1.36 -1.92 1.18
C -0.20 -2.60 0.96
N 0.96 0.97 0.65
H 2.48 -0.60 0.73
H 2.57 0.36 -0.70
H 0.01 -0.80 -1.14
H 1.77 -1.22 -1.74
H 0.98 -3.15 -0.72
H 1.90 -2.75 0.62
H -2.70 -3.34 1.47
H -2.50 -2.37 3.03
H -3.30 -1.64 1.70
H -1.50 -0.93 0.59
H -0.18 -3.50 1.49
H 1.16 1.97 0.11
H 1.37 1.19 1.64
H -0.04 0.79 0.25
H 1.47 3.43 -1.85
H 2.62 2.73 -0.72
O 1.75 3.24 -0.80
H -0.89 2.58 -2.17
H -1.55 1.50 -3.14
O -1.05 1.58 -2.34
H -1.85 2.98 0.57
H -1.73 1.80 -0.38
O -1.36 2.36 0.19
*
```

Summary:
expectation value of S²	0.7510
gap between HOMO and LUMO (spin up / spin down)	3.644 / 9.649	eV
electronic energy	-14171.831	eV
M	154.23	g mol⁻¹
relative energy (zero: lowest compared OMol25 entry of this formula, charge and spin)	75.0	kcal per mole
LUMO level (spin up / spin down)	0.57 / 0.35	eV

natural (NBO) atomic charges, in units of e: -0.344, -0.434, -0.409, -0.671, -0.166, -0.205, -0.891, 0.194, 0.213, 0.229, 0.227, 0.221, 0.207, 0.230, 0.231, 0.222, 0.168, 0.186, 0.465, 0.423, 0.462, 0.329, 0.388, -1.155, 0.458, 0.473, -1.039, 0.479, 0.482, -0.974